Entry 1:
The following is a quantum chemistry calculation of a cluster of 2 separate species, C2H9N4S in total at a distorted geometry, from the OMol25 dataset.

Properties
ΔE to the lowest compared entry with this formula, charge and spin = 0.00 kcal per mole
2S+1 = 3
orbital gap (spin up / spin down) = 6.685 / 7.296 eV
total charge = +1
HOMO level (spin up / spin down) = -9.36 / -14.15 eV
LUMO energy (spin up / spin down) = -2.68 / -6.85 eV

Last column: Löwdin spin population.
Geometry (Å):
H  -0.16  -0.79  2.35  0.022
H  1.42  2.68  -2.13  0.000
H  -1.13  -2.54  0.28  0.026
N  0.53  2.29  -1.97  0.000
H  -1.51  1.50  -0.91  0.000
H  2.17  0.47  -1.56  0.000
H  -0.10  3.08  -1.86  0.000
C  -0.92  -2.19  1.20  0.534
S  -1.19  -3.42  2.30  0.698
H  1.20  -0.32  -0.35  0.004
C  0.45  1.23  -1.08  0.001
H  -0.33  -2.88  3.29  0.050
H  -0.77  0.32  0.32  0.003
N  -0.69  1.07  -0.47  -0.001
N  -0.49  -1.00  1.41  0.660
N  1.52  0.50  -0.82  0.004

***

Entry 2:
The following is a quantum chemistry calculation of the ion C2H9N5 with charge +2 at a distorted geometry, from the OMol25 dataset.

Properties
ΔE to the lowest compared entry with this formula, charge and spin = 51.96 kcal per mole
orbital gap = 9.959 eV
total charge = +2
HOMO level = -18.43 eV
LUMO energy = -8.47 eV

Last column: Mulliken charge in e.
Geometry (Å):
N  -0.82  2.74  0.47  -0.214
H  -0.50  -2.06  1.86  0.276
H  -0.08  0.69  -1.13  0.283
N  -0.34  0.46  -0.16  -0.169
H  0.81  -1.74  -2.51  0.408
N  -0.54  -1.11  1.48  -0.342
H  -1.15  3.23  1.37  0.330
H  -1.18  -0.36  1.98  0.222
N  1.35  -1.66  -1.60  -0.249
C  -0.51  1.53  0.67  0.066
H  1.91  -2.46  -1.73  0.343
H  -0.93  3.21  -0.39  0.260
H  -0.67  1.09  1.70  0.317
C  0.01  -0.87  0.31  0.617
N  0.63  -1.83  -0.41  -0.549
H  2.00  -0.85  -1.91  0.401

***

Repeat the first record exactly.
The following is a quantum chemistry calculation of a cluster of 2 separate species, C2H9N4S in total at a distorted geometry, from the OMol25 dataset.

Properties
ΔE to the lowest compared entry with this formula, charge and spin = 0.00 kcal per mole
2S+1 = 3
orbital gap (spin up / spin down) = 6.685 / 7.296 eV
total charge = +1
HOMO level (spin up / spin down) = -9.36 / -14.15 eV
LUMO energy (spin up / spin down) = -2.68 / -6.85 eV

Last column: Löwdin spin population.
Geometry (Å):
H  -0.16  -0.79  2.35  0.022
H  1.42  2.68  -2.13  0.000
H  -1.13  -2.54  0.28  0.026
N  0.53  2.29  -1.97  0.000
H  -1.51  1.50  -0.91  0.000
H  2.17  0.47  -1.56  0.000
H  -0.10  3.08  -1.86  0.000
C  -0.92  -2.19  1.20  0.534
S  -1.19  -3.42  2.30  0.698
H  1.20  -0.32  -0.35  0.004
C  0.45  1.23  -1.08  0.001
H  -0.33  -2.88  3.29  0.050
H  -0.77  0.32  0.32  0.003
N  -0.69  1.07  -0.47  -0.001
N  -0.49  -1.00  1.41  0.660
N  1.52  0.50  -0.82  0.004

***

- The highest ΔE to the lowest compared entry with this formula, charge and spin belongs to which entry?
  C2H9N5